Computed, not measured: a 2-piece molecular cluster, CH5N4O2 overall, with wB97M-V/def2-TZVPD.

ORCA input file:
```
! wB97M-V def2-TZVPD RIJCOSX def2/J DEFGRID3
* xyz 1 1
C 0.2472 -0.1611 1.2587
N -1.2557 0.1574 -1.2365
N -0.9823 -0.4821 1.7773
N 0.3130 -0.6359 -0.1540
N 1.3466 -0.2737 -0.7618
O 1.1790 0.4790 1.6795
O -0.7907 1.1951 -1.7457
H -1.7508 -0.7035 1.1855
H -1.1253 -0.4505 2.7841
H 1.3044 -0.3759 -1.7478
H 2.1595 0.0461 -0.3383
H -0.6448 1.2049 -2.7010
*
```

The HOMO-LUMO gap (spin up / spin down) is 7.5 / 8.4 eV. Its energy above the lowest of the compared OMol25 structures with the same formula, charge and spin is 406.4 kJ/mol.



Computed, not measured: CH5N7 as an isolated structure, with wB97M-V/def2-TZVPD.

ORCA input file:
```
! wB97M-V def2-TZVPD RIJCOSX def2/J DEFGRID3
* xyz 0 1
C 0.0536 -0.9108 -0.3157
H 3.0011 -0.7153 0.8193
H 1.5865 0.1336 1.1288
H -2.3579 0.8044 0.3220
H 0.2201 1.0520 -1.4563
H -0.0901 2.5358 -0.1516
N 2.0671 -0.3374 0.2246
N 1.1813 -1.3023 -0.2148
N -0.9764 -1.7377 -0.5563
N -2.0646 -1.2415 -0.0147
N -1.7923 -0.0334 0.7502
N -0.3890 0.3603 0.1692
N -0.4396 1.3923 -0.7047
*
```

The HOMO-LUMO gap is 8.7 eV. Its energy above the lowest of the compared OMol25 structures with the same formula, charge and spin is 331.5 kJ/mol.



Computed, not measured: an isolated ion of composition CH5N8 and charge +1, with wB97M-V/def2-TZVPD.

ORCA input file:
```
! wB97M-V def2-TZVPD RIJCOSX def2/J DEFGRID3
* xyz 1 1
C -1.2089 -0.0099 -0.0079
N 3.3088 0.4769 0.0171
N 3.2546 -0.7420 -0.0219
N 3.0153 1.5526 0.0674
N 2.0107 -1.1978 -0.0240
N 1.1068 -0.3031 -0.0175
N -2.4268 -0.5353 0.0533
N -1.0130 1.2967 -0.0775
N -0.1411 -0.8249 -0.0019
H -3.2451 0.0505 0.0642
H -2.5758 -1.5302 0.1090
H -1.7783 1.9504 -0.0928
H -0.0690 1.6574 -0.0868
H -0.2383 -1.8416 0.0193
*
```

The HOMO-LUMO gap is 9.4 eV. Its energy above the lowest of the compared OMol25 structures with the same formula, charge and spin is 0.0 kJ/mol.



Computed, not measured: CH5NNa as an isolated structure, with wB97M-V/def2-TZVPD.

ORCA input file:
```
! wB97M-V def2-TZVPD RIJCOSX def2/J DEFGRID3
* xyz 1 1
N -0.5318 -0.3595 0.3058
C 0.6457 0.3975 -0.1335
H -0.2416 -1.2254 0.7734
H -1.0581 0.1780 1.0035
H 1.1910 -0.2103 -0.8750
H 1.3409 0.6688 0.6787
H 0.2991 1.3229 -0.6237
Na -1.6453 -0.7721 -1.1292
*
```

The HOMO-LUMO gap is 11.0 eV.



Computed, not measured: CH5NO2S as an isolated structure, with wB97M-V/def2-TZVPD.

ORCA input file:
```
! wB97M-V def2-TZVPD RIJCOSX def2/J DEFGRID3
* xyz 0 1
C 1.1081 0.1598 -0.3166
N 1.0732 0.7047 -3.3352
O -0.7794 -1.5024 0.4381
O 0.0536 0.4972 -3.7913
S -0.0719 -0.9965 -1.0418
H 0.7838 0.2705 0.8305
H 2.0528 -0.3227 -0.4198
H 1.2440 1.1477 -0.7733
H -1.2722 -2.3350 0.1443
H 1.6146 -0.3198 -2.6868
*
```

The HOMO-LUMO gap is 8.3 eV. Its energy above the lowest of the compared OMol25 structures with the same formula, charge and spin is 524.2 kJ/mol.



Computed, not measured: a 2-piece molecular cluster, CH5NO2Si overall, with wB97M-V/def2-TZVPD.

ORCA input file:
```
! wB97M-V def2-TZVPD RIJCOSX def2/J DEFGRID3
* xyz 0 1
C 0.0722 1.6751 -0.1355
N 2.9003 0.6053 -0.1080
O 2.2637 -0.3613 0.0940
O -0.0446 0.4682 -0.5000
Si 0.0024 -1.1667 -0.1929
H -0.1729 2.5009 -0.8428
H -0.2120 1.9563 0.7922
H 0.1899 -1.6747 -1.5496
H 0.4248 -1.6883 1.0349
H -1.3870 -1.0933 0.0151
*
```

The HOMO-LUMO gap (spin up / spin down) is 5.9 / 6.0 eV. Its energy above the lowest of the compared OMol25 structures with the same formula, charge and spin is 426.9 kJ/mol.



Computed, not measured: a 2-piece molecular cluster, CH5NO2Si overall, with wB97M-V/def2-TZVPD.

ORCA input file:
```
! wB97M-V def2-TZVPD RIJCOSX def2/J DEFGRID3
* xyz 0 1
C 2.3781 0.7141 -0.2479
N -2.1052 0.2035 0.0985
O -1.9903 0.9431 1.0746
O -2.9239 0.2347 -0.8325
Si -0.9226 -1.1158 0.0198
H 2.8553 0.3108 -1.1343
H 1.8558 1.6676 -0.3233
H 2.4417 0.5424 0.8644
H -0.4148 -1.1800 1.4488
H -1.1740 -2.3205 -0.9680
*
```

The HOMO-LUMO gap (spin up / spin down) is 7.7 / 8.1 eV. Its energy above the lowest of the compared OMol25 structures with the same formula, charge and spin is 523.9 kJ/mol.



Computed, not measured: CH5NO3Si in the gas phase, with wB97M-V/def2-TZVPD.

ORCA input file:
```
! wB97M-V def2-TZVPD RIJCOSX def2/J DEFGRID3
* xyz 0 1
C 0.0247 0.2923 -1.1173
N -1.4786 0.0930 -1.6908
O -1.9529 -1.0010 -1.5038
O -1.8680 0.9505 -2.4027
O 0.1907 1.6318 -0.9634
Si 0.0262 -0.6442 0.5009
H 0.6093 -0.1244 -1.8385
H 0.4759 2.1098 -1.7131
H 1.5034 -0.5929 0.7523
H -1.0486 -0.1072 1.2226
H -0.2166 -2.0005 -0.0415
*
```

Its SMILES is O=[N+]([O-])[C@@H](O)[SiH3]. The HOMO-LUMO gap is 10.7 eV. Its energy above the lowest of the compared OMol25 structures with the same formula, charge and spin is 209.7 kJ/mol.



Computed, not measured: a 3-piece molecular cluster, CH5NOP2 overall, with wB97M-V/def2-TZVPD.

ORCA input file:
```
! wB97M-V def2-TZVPD RIJCOSX def2/J DEFGRID3
* xyz 0 1
C -1.7602 -1.4471 -0.5168
N -1.2547 -0.5825 -1.2039
O -1.9809 -1.9035 0.4917
P 1.2053 0.6626 0.2877
P 0.0605 -0.1409 1.8218
H -1.2528 -0.5211 -2.1508
H 0.9075 2.2339 -0.7334
H 2.6461 0.8904 0.2138
H 0.8454 -0.0047 -0.9263
H 0.5839 0.8128 2.7162
*
```

The HOMO-LUMO gap is 7.6 eV. Its energy above the lowest of the compared OMol25 structures with the same formula, charge and spin is 316.5 kJ/mol.



Computed, not measured: a 2-piece molecular cluster, CH5NOP2 overall, with wB97M-V/def2-TZVPD.

ORCA input file:
```
! wB97M-V def2-TZVPD RIJCOSX def2/J DEFGRID3
* xyz 0 1
C 1.2213 -0.3791 0.9858
N -3.5300 0.5131 -0.4617
O 1.2532 -0.3393 -0.3775
P -2.1687 0.0581 -0.9594
P 0.6464 0.7957 -1.3371
H 1.2650 0.4994 1.5223
H 2.2964 -0.9100 1.2189
H 0.4527 -0.9601 1.3684
H -2.0998 -1.3197 -1.5479
H 0.6633 2.0419 -0.4118
*
```

The HOMO-LUMO gap (spin up / spin down) is 7.6 / 6.4 eV. Its energy above the lowest of the compared OMol25 structures with the same formula, charge and spin is 401.0 kJ/mol.



Computed, not measured: a 2-piece molecular cluster, CH5NOS overall, with wB97M-V/def2-TZVPD.

ORCA input file:
```
! wB97M-V def2-TZVPD RIJCOSX def2/J DEFGRID3
* xyz 0 3
C 1.0329 0.7638 -1.1886
N -1.7056 -0.6193 1.0794
O 2.5998 -1.2566 -0.4911
S 1.9550 -0.0164 -0.0414
H -1.2761 0.2228 0.7888
H 0.6634 1.8060 -1.0158
H 1.0064 0.3710 -2.1621
H -2.6721 -0.4266 0.9495
H -1.6037 -0.8447 2.0811
*
```

The expectation value of S² is 2.01. The HOMO-LUMO gap (spin up / spin down) is 8.2 / 7.7 eV. Its energy above the lowest of the compared OMol25 structures with the same formula, charge and spin is 93.9 kJ/mol.



Computed, not measured: CH5NOS2 as an isolated structure, with wB97M-V/def2-TZVPD.

ORCA input file:
```
! wB97M-V def2-TZVPD RIJCOSX def2/J DEFGRID3
* xyz 0 1
C -0.5574 -1.1805 -0.4814
N 0.9227 1.1318 0.3088
O -1.9197 0.6552 0.8632
S 2.2649 0.1004 0.0644
S -1.1410 0.5261 -0.3613
H 0.4364 -1.2451 -0.0028
H -1.2623 -1.8425 0.0099
H -0.4312 -1.4303 -1.5291
H 1.0319 2.0293 -0.1557
H 0.6557 1.2555 1.2839
*
```

The HOMO-LUMO gap (spin up / spin down) is 7.0 / 7.0 eV. Its energy above the lowest of the compared OMol25 structures with the same formula, charge and spin is 260.0 kJ/mol.



Computed, not measured: a 2-piece molecular cluster, CH5NP2 overall, with wB97M-V/def2-TZVPD.

ORCA input file:
```
! wB97M-V def2-TZVPD RIJCOSX def2/J DEFGRID3
* xyz 0 1
C 2.1962 -0.6874 -0.1506
N -1.9841 -0.4242 -0.3656
P -1.7582 -1.5523 0.6597
P -3.3062 0.4542 -0.7613
H 1.7367 -1.3182 -0.9672
H 1.8683 0.2494 0.0413
H 2.8341 -1.2303 0.5730
H -3.2256 1.2089 0.4099
H -2.8034 1.4735 -1.7554
*
```

The HOMO-LUMO gap (spin up / spin down) is 8.3 / 6.7 eV. Its energy above the lowest of the compared OMol25 structures with the same formula, charge and spin is 316.0 kJ/mol.



Computed, not measured: a 2-piece molecular cluster, CH5NP2 overall, with wB97M-V/def2-TZVPD.

ORCA input file:
```
! wB97M-V def2-TZVPD RIJCOSX def2/J DEFGRID3
* xyz 0 1
C 2.1434 -0.4286 -0.2526
N -2.7682 -0.0046 0.1844
P -2.5813 1.5499 -0.1527
P -2.8905 -1.4880 -0.0774
H 2.2546 -1.3677 0.2930
H 1.6360 -0.5547 -1.2782
H 1.4315 0.2805 0.3531
H -2.3714 1.9360 1.2678
H 3.1459 0.0772 -0.3374
*
```

The HOMO-LUMO gap (spin up / spin down) is 6.5 / 6.4 eV. Its energy above the lowest of the compared OMol25 structures with the same formula, charge and spin is 105.4 kJ/mol.



Computed, not measured: CH5NS2 in the gas phase, with wB97M-V/def2-TZVPD.

ORCA input file:
```
! wB97M-V def2-TZVPD RIJCOSX def2/J DEFGRID3
* xyz 0 1
C 1.1169 -0.1709 -0.0475
N -0.4216 0.1255 -0.5062
S -1.2999 -1.2760 0.0473
S -0.8147 1.7104 0.1759
H 1.6441 0.4960 -0.8102
H 1.2397 0.2773 1.0002
H 1.1971 -1.1933 -0.3464
H -2.1307 -1.2158 -0.9481
H -0.5308 1.2467 1.4349
*
```

Its SMILES is CN(S)S. The HOMO-LUMO gap is 9.5 eV. Its energy above the lowest of the compared OMol25 structures with the same formula, charge and spin is 177.9 kJ/mol.



Computed, not measured: a 2-piece molecular cluster, CH5O overall, with wB97M-V/def2-TZVPD.

ORCA input file:
```
! wB97M-V def2-TZVPD RIJCOSX def2/J DEFGRID3
* xyz 0 2
H -2.0908 -0.5303 1.4442
C 1.5849 -0.1568 -1.2895
H 1.4465 -1.2509 -1.5631
H 0.9915 0.5778 -1.9087
H 2.1973 0.0383 -0.3610
O -2.3954 0.3117 1.9750
H -1.7339 1.0102 1.7031
*
```

The expectation value of S² is 0.75. The HOMO-LUMO gap (spin up / spin down) is 9.9 / 11.3 eV. Its energy above the lowest of the compared OMol25 structures with the same formula, charge and spin is 35.5 kJ/mol.



Computed, not measured: a 2-piece molecular cluster, CH5O2P overall, with wB97M-V/def2-TZVPD.

ORCA input file:
```
! wB97M-V def2-TZVPD RIJCOSX def2/J DEFGRID3
* xyz 0 1
C 2.0346 0.7003 -0.3307
O 1.5539 -0.4541 -0.4135
O 0.8285 -0.9355 0.5499
P -2.2899 -0.1810 -0.3139
H 1.8751 1.3264 0.5404
H -1.1863 -0.9245 0.0497
H 2.6095 1.0414 -1.1767
H -3.1687 -1.1094 0.2187
H -2.2566 0.5364 0.8761
*
```

The HOMO-LUMO gap (spin up / spin down) is 8.8 / 8.8 eV. Its energy above the lowest of the compared OMol25 structures with the same formula, charge and spin is 571.4 kJ/mol.



Computed, not measured: a 2-piece molecular cluster, CH5O2PS overall, with wB97M-V/def2-TZVPD.

ORCA input file:
```
! wB97M-V def2-TZVPD RIJCOSX def2/J DEFGRID3
* xyz 0 1
C 1.8820 -0.6145 0.0786
O 1.8516 -1.8992 -0.1367
O 1.0542 0.1788 0.4560
P -1.7070 0.9281 -0.0194
S -2.6206 -0.7300 -0.1819
H 2.8595 -0.2827 -0.3269
H 1.0879 -2.4121 0.2290
H -2.3568 2.1228 -0.2184
H -1.1921 1.4335 1.1342
H -0.8588 1.2753 -1.0145
*
```

Its SMILES is [PH3]=S.O=CO. The HOMO-LUMO gap is 9.6 eV. Its energy above the lowest of the compared OMol25 structures with the same formula, charge and spin is 197.7 kJ/mol.



Computed, not measured: CH5O3PS as an isolated structure, with wB97M-V/def2-TZVPD.

ORCA input file:
```
! wB97M-V def2-TZVPD RIJCOSX def2/J DEFGRID3
* xyz 0 1
C 1.6822 -0.1017 -0.5439
O -3.0130 -1.1727 -0.4340
O -2.1364 1.1057 0.1332
O -0.9585 -1.0439 0.8004
P -1.6149 -0.3034 -0.4055
S 1.2315 -1.4404 0.5511
H 0.7027 0.0158 -1.0384
H 2.4503 -0.3939 -1.1840
H 1.8364 0.7931 -0.0426
H -3.1564 -1.7466 -1.1650
H -2.5510 0.8476 1.0410
*
```

The HOMO-LUMO gap (spin up / spin down) is 6.7 / 6.7 eV. Its energy above the lowest of the compared OMol25 structures with the same formula, charge and spin is 336.9 kJ/mol.



Computed, not measured: a 2-piece molecular cluster, CH5O3SSi overall, with wB97M-V/def2-TZVPD.

ORCA input file:
```
! wB97M-V def2-TZVPD RIJCOSX def2/J DEFGRID3
* xyz -1 1
C -1.7483 -0.9580 -0.3068
O 3.1626 1.5271 0.8671
O 3.3994 -0.8197 0.2283
O 2.6736 0.7376 -1.5008
Si -0.9800 0.5860 0.4700
S 2.7335 0.4580 -0.0350
H -2.0399 -0.9157 -1.4195
H -1.1580 -1.9412 -0.1923
H -2.5988 -0.9753 0.3119
H -1.6239 0.6929 1.8300
H -1.8201 1.6084 -0.2529
*
```

The HOMO-LUMO gap (spin up / spin down) is 6.1 / 8.2 eV. Its energy above the lowest of the compared OMol25 structures with the same formula, charge and spin is 179.4 kJ/mol.